C9H7NO4 | the ωB97M-V functional and the def2-TZVPD basis

Kohn-Sham gap = 7.4 eV
Highest occupied orbital energy = -0.2878 Eh
Charge = 0
Total energy = -19120.1648 eV
Relative energy (zero: lowest compared OMol25 entry of this formula, charge and spin) = 532.1 kJ/mol

```
21
Properties=species:S:1:pos:R:3:forces:R:3
C 3.0729 0.1526 0.7457 -0.0693 -0.2006 -1.7886
C 2.3293 1.3197 0.7937 1.0556 -0.6723 0.6384
C 2.4133 -1.0006 0.2148 1.0547 0.8824 1.7923
C 1.0172 1.3837 0.4013 -0.4941 1.4151 -0.5231
C 1.0963 -0.9633 -0.1026 -0.6984 -0.9936 -1.5288
C 0.4015 0.2638 -0.1437 0.0707 -1.0146 1.3194
C -2.9060 -1.1596 0.4298 -1.0288 0.8065 0.5580
C -1.6118 -0.8005 -1.3364 -0.2882 2.8426 -2.6081
C -0.9925 0.1843 -0.4364 -0.7913 -0.8358 -1.0157
N -1.8668 1.1377 -0.0759 -1.0678 0.1549 -0.1473
O -3.1141 0.9996 -0.4577 0.8197 -0.3862 0.6896
O -3.3458 -1.0433 1.4620 -0.0962 0.0897 0.8975
O -1.5226 2.0479 0.6503 -0.6276 1.0428 0.3228
O -2.6021 -1.6191 -0.6415 -0.8160 -1.8354 0.1026
H 4.1676 0.3050 0.8021 -0.7225 -0.8552 0.5748
H 2.8288 2.1505 1.2542 -0.0681 0.6388 -0.1722
H 2.7909 -1.9868 0.3163 1.0675 -0.5821 -0.2970
H 0.5079 2.3674 0.4520 0.4046 -1.1521 -0.0107
H 0.6671 -1.9726 -0.4627 0.2953 1.9076 0.7101
H -2.2967 -0.2036 -2.0565 1.2459 -1.2755 0.7935
H -1.0344 -1.5629 -1.8090 0.7542 0.0230 -0.3075
```
Positions in Å, forces in eV/Å.